1.
A molecular structure, C36H58Cl2P2RhSi at a distorted geometry, computed with ωB97M-V/def2-TZVPD.

Output
electronic energy	-92780.741	eV
<S²>	6.02
spin multiplicity	5
total charge	-1

Positions of all 100 atoms, in Å:
1 Rh -0.140 0.087 -0.015
2 Cl -1.868 0.033 -1.515
3 P 0.800 1.855 -1.266
4 C -0.500 3.115 -1.747
5 C 2.191 2.987 -0.658
6 C 1.422 1.224 -2.887
7 C -1.577 3.245 -0.666
8 H -0.941 2.642 -2.638
9 C 0.025 4.501 -2.136
10 H 0.252 5.105 -1.248
11 H -0.783 5.003 -2.690
12 H 0.906 4.486 -2.789
13 H -2.251 2.381 -0.690
14 H -2.166 4.155 -0.850
15 H -1.134 3.318 0.339
16 H 0.501 0.792 -3.314
17 C 2.456 0.100 -2.718
18 C 1.926 2.335 -3.819
19 H 1.107 2.950 -4.210
20 H 2.424 1.856 -4.672
21 H 2.660 2.988 -3.326
22 H 2.429 -0.380 -1.730
23 H 3.471 0.475 -2.899
24 H 2.235 -0.675 -3.466
25 C 1.697 3.503 0.685
26 H 2.322 3.794 -1.394
27 C 3.519 2.268 -0.461
28 H 0.853 4.206 0.660
29 H 2.515 3.980 1.240
30 H 1.376 2.650 1.302
31 H 3.342 1.295 0.021
32 H 4.139 2.861 0.234
33 H 4.091 2.125 -1.391
34 Cl 1.730 -0.024 1.411
35 H 0.639 -0.956 -0.856
36 P -1.140 -1.881 0.859
37 C -1.680 -3.182 -0.362
38 C -0.330 -2.948 2.188
39 C -2.819 -1.306 1.505
40 C -0.672 -3.323 -1.506
41 H -2.609 -2.744 -0.757
42 C -2.002 -4.554 0.243
43 H -1.085 -5.121 0.456
44 H -2.576 -5.109 -0.513
45 H -2.615 -4.514 1.150
46 H -0.709 -2.450 -2.165
47 H -0.918 -4.216 -2.096
48 H 0.355 -3.436 -1.128
49 H -3.294 -0.958 0.576
50 C -2.622 -0.118 2.445
51 C -3.687 -2.402 2.131
52 H -4.106 -3.102 1.395
53 H -4.538 -1.925 2.641
54 H -3.140 -2.983 2.893
55 H -1.591 0.289 2.433
56 H -2.857 -0.409 3.479
57 H -3.290 0.715 2.176
58 C 1.037 -3.446 1.706
59 H -1.000 -3.808 2.330
60 C -0.191 -2.202 3.505
61 H 0.955 -4.323 1.050
62 H 1.641 -3.733 2.580
63 H 1.588 -2.656 1.179
64 H 0.305 -1.243 3.330
65 H 0.445 -2.788 4.185
66 H -1.137 -2.015 4.031
67 C -0.193 -0.527 6.978
68 C -1.414 -0.010 6.537
69 C -1.483 0.751 5.362
70 C -0.317 1.040 4.626
71 C 0.882 0.411 5.025
72 C 0.957 -0.322 6.214
73 Si -0.321 2.303 3.220
74 C -1.846 3.362 3.502
75 C -2.830 3.795 2.590
76 C -3.792 4.733 3.011
77 C -3.840 5.163 4.346
78 C -2.932 4.664 5.264
79 C -1.937 3.775 4.857
80 C 1.154 3.399 3.689
81 C 0.968 4.722 4.106
82 C 2.023 5.421 4.717
83 C 3.291 4.837 4.806
84 C 3.517 3.560 4.278
85 C 2.458 2.857 3.676
86 H -0.129 -1.068 7.918
87 H -2.322 -0.150 7.123
88 H -2.443 1.161 5.033
89 H 1.762 0.502 4.375
90 H 1.932 -0.702 6.538
91 H -2.840 3.395 1.567
92 H -4.516 5.123 2.286
93 H -4.597 5.887 4.658
94 H -2.946 4.951 6.326
95 H -1.229 3.408 5.600
96 H -0.004 5.192 3.973
97 H 1.829 6.417 5.130
98 H 4.109 5.383 5.288
99 H 4.504 3.084 4.340
100 H 2.622 1.901 3.182

Atoms 1-6, force components in eV/Å:
Rh 0.1251 0.1255 1.0838
Cl -1.3525 0.0869 -1.0192
P 0.7628 1.1708 -0.5079
C 0.2141 -0.4349 -0.1714
C -0.6584 -0.4885 -0.0439
C -0.4486 0.1582 0.1205

---

2.
A molecular structure, C36H58F36N9O26S12 at a distorted geometry, computed with ωB97M-V/def2-TZVPD.

Output
electronic energy	-332766.407	eV
total charge	-3

Positions of all 177 atoms, in Å:
1 C -2.513 -1.160 -2.653
2 C -1.140 -1.526 -3.163
3 N -1.146 -2.679 -4.084
4 C 0.220 -2.780 -4.713
5 C -1.354 -4.056 -3.388
6 C -0.104 -4.542 -2.714
7 C -2.127 -2.456 -5.188
8 C -2.068 -3.524 -6.264
9 O -2.903 -3.094 -7.282
10 C -2.387 -3.391 -8.616
11 H -2.383 -0.258 -2.016
12 H -2.890 -2.001 -2.093
13 H -3.212 -0.935 -3.461
14 H -0.451 -1.760 -2.384
15 H -0.670 -0.730 -3.743
16 H 0.959 -2.672 -3.956
17 H 0.246 -1.969 -5.442
18 H 0.415 -3.713 -5.246
19 H -1.725 -4.711 -4.128
20 H -2.177 -3.853 -2.696
21 H -0.326 -5.397 -2.018
22 H 0.386 -3.869 -2.002
23 H 0.681 -5.008 -3.376
24 H -1.971 -1.405 -5.431
25 H -3.146 -2.559 -4.664
26 H -2.471 -4.442 -5.904
27 H -1.085 -3.712 -6.589
28 H -1.323 -3.184 -8.772
29 H -2.958 -2.827 -9.340
30 H -2.528 -4.463 -8.766
31 C -0.097 1.292 4.303
32 C 0.239 0.570 5.628
33 N 0.141 -0.911 5.643
34 C 1.416 -1.667 5.153
35 C -0.050 -1.262 7.092
36 C 1.043 -0.714 8.032
37 C -0.957 -1.515 4.732
38 C -1.593 -2.863 5.343
39 O -0.590 -3.870 5.462
40 C -1.207 -5.136 5.722
41 H 0.273 2.351 4.362
42 H -1.162 1.338 4.128
43 H 0.299 0.811 3.401
44 H -0.422 1.042 6.391
45 H 1.316 0.810 5.869
46 H 1.634 -1.295 4.185
47 H 1.186 -2.694 5.121
48 H 2.193 -1.290 5.765
49 H -0.027 -2.336 7.105
50 H -1.026 -0.826 7.347
51 H 0.596 -0.845 9.030
52 H 1.306 0.354 7.896
53 H 1.936 -1.306 7.967
54 H -0.419 -1.637 3.830
55 H -1.801 -0.779 4.698
56 H -2.384 -3.181 4.723
57 H -1.930 -2.596 6.327
58 H -2.072 -5.326 5.052
59 H -1.415 -5.167 6.760
60 H -0.350 -5.886 5.573
61 C 2.634 0.095 -3.222
62 C 1.524 1.060 -2.756
63 C 2.090 2.003 -1.757
64 N 1.336 3.250 -1.420
65 C 0.095 2.893 -0.664
66 C 1.012 4.007 -2.687
67 C 0.857 5.521 -2.368
68 C 1.566 5.631 -0.952
69 C 2.129 4.240 -0.619
70 H 3.360 0.751 -3.672
71 H 2.259 -0.389 -4.153
72 H 3.029 -0.578 -2.464
73 H 0.609 0.551 -2.354
74 H 1.266 1.456 -3.686
75 H 3.057 2.369 -2.164
76 H 2.331 1.441 -0.777
77 H -0.660 2.479 -1.345
78 H -0.320 3.877 -0.309
79 H 0.380 2.213 0.213
80 H 0.181 3.617 -3.330
81 H 1.899 3.854 -3.346
82 H -0.174 5.825 -2.347
83 H 1.432 6.069 -3.098
84 H 0.897 6.005 -0.143
85 H 2.453 6.243 -1.006
86 H 1.988 3.803 0.331
87 H 3.068 4.072 -1.021
88 C -6.211 5.571 8.872
89 F -6.932 6.203 9.829
90 F -5.816 6.487 7.949
91 F -5.068 5.222 9.509
92 S -7.200 4.096 8.234
93 O -7.003 3.094 9.223
94 O -8.554 4.622 7.909
95 N -6.489 3.783 6.830
96 S -5.550 2.562 6.555
97 O -4.207 2.678 7.129
98 O -6.245 1.315 6.680
99 C -5.557 2.789 4.639
100 F -5.296 1.593 4.105
101 F -6.699 3.315 4.207
102 F -4.585 3.678 4.243
103 C 4.262 3.033 8.615
104 F 4.733 3.359 9.831
105 F 2.923 3.095 8.555
106 F 4.828 3.921 7.808
107 S 4.694 1.315 8.189
108 O 6.089 1.188 8.284
109 O 3.917 0.592 9.128
110 N 4.024 1.093 6.732
111 S 4.769 1.411 5.431
112 O 3.801 1.556 4.428
113 O 5.886 2.334 5.376
114 C 5.677 -0.255 5.079
115 F 5.357 -1.084 6.120
116 F 5.261 -0.847 3.994
117 F 7.048 -0.147 4.970
118 C -2.477 2.539 -7.088
119 F -1.498 2.607 -8.016
120 F -3.225 3.650 -7.156
121 F -3.222 1.492 -7.274
122 S -1.694 2.418 -5.349
123 O -0.897 1.175 -5.415
124 O -1.062 3.708 -5.171
125 N -2.820 2.106 -4.281
126 S -3.605 3.285 -3.560
127 O -3.396 3.122 -2.183
128 O -3.670 4.512 -4.185
129 C -5.358 2.708 -3.759
130 F -6.188 3.454 -3.009
131 F -5.734 2.710 -5.097
132 F -5.473 1.451 -3.248
133 C -0.222 -7.982 -6.052
134 F 0.607 -9.035 -5.859
135 F -1.387 -8.424 -6.543
136 F -0.491 -7.529 -4.876
137 S 0.583 -6.662 -7.175
138 O 1.336 -7.430 -8.091
139 O -0.562 -5.860 -7.672
140 N 1.374 -5.734 -6.214
141 S 2.945 -5.439 -6.186
142 O 3.704 -5.707 -7.367
143 O 3.153 -4.200 -5.475
144 C 3.510 -6.714 -5.086
145 F 4.800 -6.673 -4.830
146 F 2.817 -6.698 -3.985
147 F 3.239 -7.903 -5.656
148 C 6.288 7.087 -0.736
149 F 6.992 8.188 -0.309
150 F 7.092 6.168 -1.354
151 F 5.705 6.464 0.261
152 S 4.944 7.476 -1.909
153 O 3.998 8.198 -1.015
154 O 5.440 8.163 -3.043
155 N 4.432 6.040 -2.200
156 S 5.025 4.962 -3.293
157 O 6.417 5.165 -3.630
158 O 4.501 3.672 -2.929
159 C 4.203 5.271 -4.937
160 F 4.598 6.406 -5.503
161 F 4.465 4.255 -5.713
162 F 2.824 5.287 -4.858
163 C -3.671 -1.993 1.428
164 F -2.998 -1.407 2.441
165 F -4.679 -2.697 1.932
166 F -4.148 -0.983 0.695
167 S -2.596 -3.006 0.395
168 O -3.538 -3.476 -0.644
169 O -1.533 -2.133 0.003
170 N -2.227 -4.115 1.519
171 S -1.547 -5.500 1.095
172 O -1.887 -6.456 2.096
173 O -1.617 -5.699 -0.349
174 C 0.249 -5.253 1.548
175 F 0.969 -4.655 0.624
176 F 0.350 -4.645 2.703
177 F 0.778 -6.449 1.658

Atoms 1-6, force components in eV/Å:
C 0.3865 0.5821 -0.0011
C -0.1847 0.6587 -0.6146
N 1.3971 -2.4177 -0.9091
C -0.4477 0.6393 -0.9941
C -0.2695 2.0188 1.0767
C 1.2134 -2.2804 0.9977